# 1
ORCA calculation (the ωB97M-V functional and the def2-TZVPD basis) on a structure of composition C40H110Cu2N10O14S.

Cartesian coordinates (Å):
Cu (1.218, -0.122, 0.135)
Cu (1.787, -1.727, 4.437)
S (-0.125, -0.583, 2.503)
O (-0.602, -0.586, 1.106)
O (1.261, -0.086, 2.488)
O (-0.941, 0.225, 3.405)
O (-0.062, -1.853, 3.059)
C (-1.270, 6.885, -2.388)
C (-1.541, 5.332, -2.623)
C (-1.454, 5.175, -4.166)
O (-1.689, 3.838, -4.469)
C (-1.035, 3.443, -5.730)
N (-0.519, 4.612, -1.932)
H (-0.280, 7.268, -2.635)
H (-1.268, 7.113, -1.322)
H (-1.996, 7.517, -2.900)
H (-2.583, 5.158, -2.356)
H (-0.423, 5.342, -4.477)
H (-2.216, 5.742, -4.700)
H (-1.520, 2.500, -5.980)
H (0.015, 3.322, -5.464)
H (-1.257, 4.110, -6.563)
H (-0.967, 4.462, -1.040)
H (-0.479, 3.711, -2.386)
C (2.115, 2.793, -2.427)
C (2.983, 2.654, -1.229)
C (3.534, 4.028, -0.701)
O (4.178, 3.857, 0.554)
C (5.463, 3.300, 0.404)
N (2.242, 2.077, -0.125)
H (2.775, 2.438, -3.219)
H (1.746, 3.798, -2.633)
H (1.245, 2.139, -2.372)
H (3.811, 1.958, -1.363)
H (2.702, 4.730, -0.639)
H (4.084, 4.490, -1.521)
H (5.870, 3.371, 1.413)
H (6.104, 3.957, -0.184)
H (5.465, 2.247, 0.122)
H (2.930, 2.146, 0.611)
H (1.642, 2.758, 0.317)
C (4.149, 2.287, 3.693)
C (3.253, 1.611, 4.816)
C (3.348, 2.116, 6.235)
O (4.540, 1.521, 6.788)
C (4.618, 1.948, 8.148)
N (1.974, 1.610, 4.258)
H (5.143, 2.403, 4.123)
H (3.804, 3.310, 3.539)
H (4.116, 1.624, 2.828)
H (3.664, 0.602, 4.786)
H (2.419, 1.910, 6.766)
H (3.432, 3.196, 6.357)
H (5.591, 1.780, 8.608)
H (4.010, 1.360, 8.837)
H (4.442, 3.015, 8.285)
H (1.254, 1.214, 4.845)
H (1.853, 0.918, 3.532)
C (0.116, -0.366, -4.299)
C (0.315, -1.866, -4.464)
C (-0.372, -2.562, -5.741)
O (0.035, -3.972, -5.765)
C (-0.508, -4.808, -6.721)
N (1.778, -2.167, -4.402)
H (-0.956, -0.181, -4.229)
H (0.545, 0.257, -5.085)
H (0.499, 0.003, -3.347)
H (-0.122, -2.273, -3.552)
H (-0.051, -2.100, -6.674)
H (-1.460, -2.606, -5.712)
H (-0.339, -4.370, -7.704)
H (-1.475, -5.281, -6.546)
H (0.242, -5.596, -6.789)
H (2.302, -1.789, -5.179)
H (1.924, -3.166, -4.422)
C (2.395, -3.989, -1.160)
C (2.666, -2.607, -0.679)
C (3.953, -2.011, -1.141)
O (5.077, -2.599, -0.442)
C (6.295, -2.176, -0.975)
N (1.544, -1.815, -1.258)
H (2.745, -4.202, -2.170)
H (1.315, -4.132, -1.196)
H (2.699, -4.872, -0.598)
H (2.584, -2.502, 0.402)
H (3.940, -0.965, -0.837)
H (4.108, -2.100, -2.217)
H (6.500, -2.312, -2.037)
H (7.113, -2.772, -0.569)
H (6.381, -1.103, -0.804)
H (1.738, -1.811, -2.249)
H (0.710, -2.384, -1.289)
C (-3.363, -2.812, -2.625)
C (-2.696, -3.528, -1.461)
C (-2.602, -5.110, -1.754)
O (-3.943, -5.653, -1.623)
C (-3.941, -7.112, -1.625)
N (-1.376, -3.053, -1.053)
H (-4.439, -2.956, -2.724)
H (-2.903, -3.011, -3.594)
H (-3.283, -1.771, -2.314)
H (-3.235, -3.299, -0.541)
H (-1.899, -5.487, -1.011)
H (-2.232, -5.392, -2.740)
H (-4.910, -7.570, -1.821)
H (-3.736, -7.403, -0.594)
H (-3.242, -7.492, -2.370)
H (-1.078, -3.502, -0.199)
H (-1.629, -2.196, -0.582)
C (1.272, 6.287, 2.039)
C (1.278, 5.118, 3.043)
C (0.514, 5.352, 4.386)
O (1.031, 6.395, 5.189)
C (0.285, 6.789, 6.320)
N (1.034, 3.841, 2.353)
H (0.333, 6.281, 1.485)
H (2.109, 6.210, 1.346)
H (1.288, 7.223, 2.596)
H (2.346, 5.090, 3.262)
H (0.568, 4.502, 5.067)
H (-0.569, 5.405, 4.279)
H (0.616, 7.780, 6.633)
H (0.443, 6.079, 7.131)
H (-0.783, 6.846, 6.107)
H (1.541, 3.143, 2.879)
H (0.095, 3.511, 2.522)
C (-2.570, 1.735, -0.237)
C (-2.694, 0.734, -1.370)
C (-3.017, 1.432, -2.717)
O (-4.348, 1.976, -2.619)
C (-4.488, 2.994, -3.700)
N (-1.502, -0.059, -1.341)
H (-3.492, 2.063, 0.243)
H (-1.775, 2.436, -0.489)
H (-2.069, 1.311, 0.634)
H (-3.529, 0.090, -1.095)
H (-2.959, 0.809, -3.610)
H (-2.289, 2.216, -2.924)
H (-5.488, 3.425, -3.747)
H (-4.081, 2.729, -4.676)
H (-3.923, 3.871, -3.383)
H (-1.576, -1.008, -1.680)
H (-1.220, -0.083, -0.371)
C (1.610, -5.005, 2.290)
C (0.176, -5.115, 2.025)
C (-0.311, -6.592, 1.853)
O (0.402, -7.218, 0.766)
C (-0.165, -8.387, 0.411)
N (-0.549, -4.371, 3.024)
H (1.857, -3.946, 2.372)
H (2.183, -5.500, 1.506)
H (1.867, -5.623, 3.150)
H (0.012, -4.408, 1.212)
H (-1.379, -6.523, 1.645)
H (-0.259, -7.110, 2.810)
H (-1.167, -8.105, 0.091)
H (-0.272, -9.036, 1.281)
H (0.372, -8.981, -0.329)
H (-0.390, -3.403, 2.783)
H (-0.046, -4.500, 3.889)
C (-4.863, -3.050, 2.552)
C (-3.774, -2.006, 2.134)
C (-4.525, -0.838, 1.376)
O (-5.593, -0.245, 2.166)
C (-6.557, 0.522, 1.433)
N (-3.256, -1.386, 3.403)
H (-5.226, -3.520, 1.639)
H (-5.659, -2.604, 3.148)
H (-4.381, -3.908, 3.021)
H (-2.993, -2.488, 1.545)
H (-4.978, -1.268, 0.483)
H (-3.969, 0.066, 1.128)
H (-6.073, 0.965, 0.563)
H (-6.943, 1.353, 2.024)
H (-7.334, -0.065, 0.945)
H (-2.530, -0.728, 3.160)
H (-3.949, -0.920, 3.971)

Summary:
* HOMO energy: -0.280 Ha
* energy above the lowest of the compared OMol25 structures with the same formula, charge and spin: 186.45 kcal per mole

=====

# 2
ORCA calculation (the ωB97M-V functional and the def2-TZVPD basis) on a structure of composition C40H111MgN8O12.

Cartesian coordinates (Å):
Mg (0.448, 8.780, -18.349)
C (3.674, 3.766, -14.774)
C (3.038, 5.015, -14.216)
O (2.317, 5.791, -15.190)
H (4.182, 3.280, -13.941)
H (4.413, 3.960, -15.552)
H (2.929, 3.062, -15.144)
H (3.865, 5.619, -13.843)
H (2.474, 4.781, -13.312)
C (9.613, 7.473, -19.127)
C (9.689, 8.185, -20.488)
O (8.373, 8.389, -21.002)
H (10.571, 7.049, -18.829)
H (8.915, 6.638, -19.194)
H (9.190, 8.036, -18.294)
H (10.352, 7.587, -21.113)
H (10.236, 9.118, -20.356)
H (8.531, 8.909, -21.794)
C (10.406, 2.551, -13.564)
C (10.437, 4.020, -13.012)
O (10.915, 4.030, -11.682)
H (9.650, 1.954, -13.054)
H (11.304, 1.935, -13.517)
H (10.107, 2.561, -14.613)
H (9.400, 4.354, -13.017)
H (11.096, 4.656, -13.603)
H (11.176, 4.921, -11.437)
C (-0.453, -3.396, -15.909)
C (-0.533, -3.128, -17.398)
O (-1.038, -4.281, -18.056)
H (0.183, -4.232, -15.620)
H (-1.460, -3.589, -15.538)
H (-0.159, -2.513, -15.342)
H (0.387, -2.706, -17.804)
H (-1.206, -2.290, -17.579)
H (-1.889, -4.428, -17.636)
C (4.575, 12.912, -16.961)
C (4.283, 13.112, -18.421)
C (5.307, 13.991, -19.038)
O (5.197, 15.327, -18.510)
C (6.487, 15.822, -18.130)
N (4.157, 11.776, -18.976)
H (4.879, 13.838, -16.473)
H (5.385, 12.193, -16.835)
H (3.721, 12.544, -16.392)
H (3.309, 13.574, -18.584)
H (5.099, 13.950, -20.107)
H (6.309, 13.561, -19.039)
H (6.432, 16.856, -17.792)
H (7.272, 15.713, -18.879)
H (6.868, 15.262, -17.276)
H (5.053, 11.319, -19.068)
H (4.108, 11.983, -19.964)
C (-0.971, 10.833, -4.233)
C (-0.857, 12.066, -5.061)
C (-0.122, 11.931, -6.429)
O (-0.780, 10.983, -7.322)
C (-0.162, 10.906, -8.599)
N (-2.170, 12.475, -5.418)
H (-1.560, 11.022, -3.335)
H (0.013, 10.453, -3.958)
H (-1.426, 10.005, -4.775)
H (-0.300, 12.807, -4.487)
H (0.856, 11.505, -6.205)
H (0.056, 12.880, -6.935)
H (-0.695, 10.098, -9.099)
H (0.909, 10.702, -8.611)
H (-0.155, 11.838, -9.164)
H (-2.398, 11.840, -6.169)
H (-2.075, 13.370, -5.877)
C (5.224, 4.237, -7.737)
C (5.776, 2.908, -7.073)
C (5.428, 1.661, -7.891)
O (3.982, 1.577, -7.915)
C (3.637, 0.530, -8.885)
N (7.235, 2.981, -6.804)
H (4.137, 4.258, -7.655)
H (5.338, 4.410, -8.807)
H (5.596, 5.084, -7.160)
H (5.329, 2.804, -6.085)
H (5.777, 0.720, -7.465)
H (5.678, 1.710, -8.951)
H (2.569, 0.310, -8.889)
H (4.253, -0.348, -8.690)
H (3.842, 0.800, -9.921)
H (7.639, 2.880, -7.724)
H (7.320, 3.974, -6.641)
C (-3.584, 5.100, -21.581)
C (-2.308, 4.520, -20.936)
C (-2.057, 3.016, -21.209)
O (-1.985, 2.610, -22.556)
C (-1.738, 1.215, -22.748)
N (-1.220, 5.405, -21.396)
H (-3.777, 6.139, -21.313)
H (-4.351, 4.434, -21.186)
H (-3.590, 5.093, -22.671)
H (-2.453, 4.648, -19.864)
H (-2.888, 2.475, -20.756)
H (-1.190, 2.700, -20.629)
H (-2.403, 0.630, -22.113)
H (-0.751, 0.918, -22.395)
H (-1.923, 0.847, -23.757)
H (-0.429, 4.784, -21.483)
H (-1.434, 5.760, -22.317)
C (4.660, 3.269, -23.835)
C (5.142, 2.649, -22.521)
C (6.620, 2.140, -22.492)
O (6.942, 1.747, -21.131)
C (6.234, 0.611, -20.623)
N (4.967, 3.826, -21.621)
H (3.591, 3.476, -23.886)
H (4.728, 2.529, -24.632)
H (5.173, 4.181, -24.140)
H (4.381, 1.934, -22.210)
H (7.237, 2.940, -22.902)
H (6.768, 1.225, -23.065)
H (5.183, 0.881, -20.523)
H (6.555, 0.457, -19.593)
H (6.334, -0.297, -21.218)
H (5.562, 3.632, -20.828)
H (5.532, 4.515, -22.095)
C (-9.052, 2.262, -17.919)
C (-9.037, 2.128, -16.403)
C (-7.741, 2.814, -15.827)
O (-6.545, 2.099, -16.283)
C (-5.383, 2.440, -15.500)
N (-10.206, 2.829, -15.853)
H (-9.937, 1.767, -18.318)
H (-8.224, 1.622, -18.225)
H (-8.886, 3.311, -18.165)
H (-9.176, 1.080, -16.136)
H (-7.757, 2.971, -14.748)
H (-7.742, 3.832, -16.216)
H (-5.491, 2.065, -14.482)
H (-5.230, 3.512, -15.379)
H (-4.432, 2.008, -15.811)
H (-10.373, 2.490, -14.916)
H (-11.063, 2.587, -16.331)
C (9.172, 11.355, -10.750)
C (10.670, 11.719, -10.674)
C (10.922, 13.073, -10.071)
O (10.501, 14.060, -11.083)
C (10.750, 15.470, -10.823)
N (11.401, 10.684, -9.913)
H (8.771, 11.958, -11.565)
H (8.675, 11.534, -9.796)
H (9.002, 10.310, -11.008)
H (11.115, 11.786, -11.667)
H (11.974, 13.273, -9.868)
H (10.438, 13.214, -9.104)
H (11.817, 15.621, -10.657)
H (10.226, 15.768, -9.915)
H (10.481, 16.193, -11.593)
H (11.139, 10.610, -8.940)
H (12.394, 10.872, -9.905)
C (-8.265, 6.228, -9.178)
C (-7.488, 7.220, -8.380)
C (-5.931, 7.068, -8.490)
O (-5.470, 5.805, -8.016)
C (-4.065, 5.569, -8.180)
N (-7.933, 8.570, -8.690)
H (-7.917, 5.197, -9.119)
H (-8.255, 6.504, -10.233)
H (-9.308, 6.263, -8.861)
H (-7.742, 7.063, -7.331)
H (-5.593, 7.860, -7.821)
H (-5.676, 7.271, -9.530)
H (-3.886, 5.411, -9.243)
H (-3.627, 4.704, -7.681)
H (-3.407, 6.408, -7.951)
H (-7.849, 8.777, -9.675)
H (-7.333, 9.235, -8.224)

Summary:
* HOMO energy: -0.377 Ha
* charge: +1

=====

| no. | Kohn-Sham gap (eV) |
| --- | --- |
| 1 | 5.5 |
| 2 | 2.0 |